Formula: C58H106B6F24N12O8V
Source: the OMol25 dataset
Level of theory: the ωB97M-V functional and the def2-TZVPD basis

Each line ends with the Mulliken charge.
Atoms and positions in Å:
1 O -1.931 1.062 -0.391  -0.2103
2 V -0.495 0.305 -0.136  0.5188
3 O -0.737 -0.780 1.002  0.2085
4 C -3.866 -0.304 -2.998  -0.2389
5 C -5.305 0.108 -3.237  0.1841
6 O -5.770 1.263 -3.195  -0.4967
7 N -6.301 -1.048 -3.224  0.2624
8 H -5.789 -1.843 -3.576  0.4140
9 H -6.428 -1.197 -2.233  -0.0198
10 C -7.613 -0.672 -3.964  -0.7565
11 H -3.794 -1.068 -2.225  0.4400
12 H -3.244 0.557 -2.752  -0.6529
13 H -3.465 -0.599 -3.968  0.6205
14 H -7.941 0.326 -3.673  0.3327
15 H -8.339 -1.415 -3.634  0.3594
16 H -7.476 -0.652 -5.045  0.3568
17 C -2.583 5.464 1.322  -0.1279
18 C -2.597 6.761 0.550  -0.0442
19 O -1.707 7.099 -0.201  -0.6367
20 N -3.824 7.671 0.748  -0.0346
21 H -3.882 8.134 -0.147  0.4635
22 H -4.733 7.290 0.970  0.4128
23 C -3.414 8.779 1.742  -0.8283
24 H -2.354 4.660 0.622  -0.5561
25 H -3.520 5.138 1.772  0.6817
26 H -1.835 5.488 2.114  0.4552
27 H -4.210 9.523 1.738  0.4013
28 H -2.581 9.278 1.245  0.3649
29 H -3.292 8.453 2.775  0.3407
30 C 0.657 5.404 -11.117  -0.8976
31 N 1.180 4.859 -9.902  0.0288
32 C 1.066 3.515 -9.740  -0.3036
33 C 1.500 2.965 -8.569  -0.6088
34 C 2.032 3.715 -7.520  0.5224
35 C 2.224 5.092 -7.716  -0.7368
36 C 1.821 5.648 -8.980  -0.2299
37 C 2.368 3.003 -6.220  0.7475
38 C 1.379 2.200 -5.601  -0.8974
39 C 1.740 1.533 -4.391  -0.9265
40 N 3.007 1.620 -3.921  0.3883
41 C 3.958 2.408 -4.525  -0.3517
42 C 3.631 3.160 -5.621  -0.7651
43 C 3.316 0.590 -2.898  -1.3458
44 H 1.267 6.283 -11.325  0.3592
45 H -0.369 5.742 -10.967  0.3348
46 H 0.734 4.632 -11.883  0.3913
47 H 0.543 2.903 -10.459  0.4591
48 H 1.391 1.909 -8.367  0.5330
49 H 2.473 5.716 -6.870  0.5223
50 H 1.930 6.691 -9.239  0.4495
51 H 0.341 2.202 -5.902  0.6973
52 H 1.075 0.846 -3.889  0.9683
53 H 4.928 2.485 -4.058  0.5196
54 H 4.399 3.710 -6.144  0.6116
55 H 2.801 0.814 -1.963  0.1045
56 H 4.390 0.498 -2.738  0.4677
57 H 2.994 -0.345 -3.356  0.5970
58 C 6.544 4.643 9.075  -0.8934
59 N 5.694 3.646 8.315  0.0219
60 C 4.470 3.284 8.770  -0.4658
61 C 3.701 2.407 7.982  -0.6510
62 C 4.277 1.816 6.863  0.7385
63 C 5.557 2.222 6.437  -0.8442
64 C 6.283 3.040 7.268  -0.1433
65 C 3.401 0.842 6.093  0.8561
66 C 3.856 -0.356 5.482  -0.6740
67 C 2.969 -1.185 4.771  -0.1315
68 N 1.682 -0.819 4.598  0.5545
69 C 1.191 0.304 5.087  -0.4235
70 C 2.011 1.110 5.923  -1.1723
71 C 0.833 -1.572 3.658  -1.0239
72 H 7.562 4.464 8.729  0.3226
73 H 6.571 4.419 10.142  0.4120
74 H 6.140 5.624 8.822  0.3462
75 H 4.136 3.826 9.643  0.5173
76 H 2.895 1.905 8.496  0.4690
77 H 5.913 1.781 5.518  0.5403
78 H 7.317 3.231 7.023  0.3948
79 H 4.866 -0.733 5.550  0.5847
80 H 3.266 -2.141 4.365  0.4689
81 H 0.147 0.518 4.911  0.6791
82 H 1.511 1.901 6.461  0.4790
83 H 0.789 -0.958 2.758  -0.3084
84 H -0.133 -1.671 4.154  0.5158
85 H 1.125 -2.600 3.447  0.1805
86 C 2.734 -2.976 -1.791  -0.7905
87 N 2.863 -4.357 -1.269  0.5182
88 C 3.431 -5.309 -2.100  -0.6071
89 C 3.774 -6.542 -1.554  -0.8067
90 C 3.517 -6.769 -0.190  1.5902
91 C 2.929 -5.778 0.579  -1.1582
92 C 2.521 -4.642 0.006  -0.2899
93 C 3.917 -8.076 0.364  0.5468
94 C 5.125 -8.697 -0.043  -0.7671
95 C 5.582 -9.889 0.583  -0.3788
96 N 4.897 -10.368 1.679  0.0506
97 C 3.785 -9.751 2.152  -0.3583
98 C 3.268 -8.570 1.495  -0.7850
99 C 5.465 -11.518 2.474  -0.8559
100 H 2.328 -3.058 -2.800  0.7234
101 H 3.708 -2.489 -1.751  0.5073
102 H 1.962 -2.465 -1.216  -0.7234
103 H 3.651 -5.045 -3.124  0.5067
104 H 4.219 -7.283 -2.201  0.6115
105 H 2.692 -6.067 1.592  0.5999
106 H 1.957 -3.841 0.462  0.3633
107 H 5.749 -8.273 -0.816  0.5019
108 H 6.444 -10.408 0.191  0.4309
109 H 3.275 -10.231 2.974  0.4395
110 H 2.319 -8.149 1.793  0.6107
111 H 6.128 -11.182 3.271  0.3311
112 H 6.046 -12.144 1.797  0.3593
113 H 4.602 -12.075 2.838  0.3566
114 C 0.042 -6.474 -1.694  -0.9316
115 C -1.481 -6.482 -1.715  0.1930
116 C -2.136 -7.611 -0.947  -1.0424
117 O -3.465 -7.301 -0.679  -0.3107
118 C -4.296 -8.339 -0.353  -0.8658
119 N -1.996 -5.099 -1.253  0.3938
120 H -1.920 -5.069 -0.247  0.0997
121 H -1.599 -4.241 -1.610  -0.0307
122 H -2.984 -5.068 -1.459  0.5048
123 H 0.453 -7.483 -1.685  0.5233
124 H 0.395 -6.159 -0.712  -0.0222
125 H 0.380 -5.865 -2.532  0.4082
126 H -1.827 -6.496 -2.748  0.4587
127 H -1.622 -7.727 0.007  0.3006
128 H -2.073 -8.525 -1.538  0.6072
129 H -5.249 -7.827 -0.219  0.2960
130 H -4.204 -8.820 0.621  0.3171
131 H -4.475 -9.050 -1.159  0.3601
132 C 3.350 3.464 3.155  -1.6356
133 C 2.756 4.164 1.963  1.1756
134 C 3.376 5.484 1.536  -0.7006
135 O 2.809 6.039 0.329  -0.3366
136 C 1.523 6.612 0.536  -0.8155
137 N 2.829 3.200 0.757  0.7355
138 H 3.796 3.151 0.468  0.5053
139 H 2.516 2.253 0.916  -0.6738
140 H 2.377 3.647 -0.027  0.2870
141 H 3.340 4.018 4.094  0.4694
142 H 4.398 3.238 2.958  0.4680
143 H 2.921 2.490 3.389  -0.0560
144 H 1.676 4.257 2.075  -0.1736
145 H 4.434 5.357 1.306  0.3031
146 H 3.265 6.246 2.307  0.4716
147 H 1.629 7.373 1.308  0.4711
148 H 0.739 5.898 0.789  0.2130
149 H 1.140 7.312 -0.206  0.3066
150 C -4.068 -0.849 1.558  -1.3325
151 C -4.446 -1.157 3.049  0.1964
152 C -3.692 -2.398 3.554  -0.2754
153 O -4.284 -2.854 4.771  -0.4222
154 C -3.371 -3.567 5.642  -0.6035
155 N -3.924 0.117 3.860  -0.0141
156 H -2.950 0.302 3.667  -0.1582
157 H -4.479 0.941 3.677  0.4319
158 H -3.954 -0.111 4.844  0.4678
159 H -4.693 -0.048 1.164  0.0736
160 H -4.295 -1.704 0.922  0.5131
161 H -3.051 -0.582 1.272  0.2753
162 H -5.515 -1.230 3.247  0.6261
163 H -2.620 -2.202 3.594  -0.2870
164 H -3.959 -3.205 2.872  0.4639
165 H -2.452 -3.019 5.847  0.2093
166 H -3.030 -4.468 5.132  0.2623
167 H -3.958 -3.870 6.509  0.3379
168 C -3.099 3.565 -4.290  -1.1236
169 C -3.323 4.663 -3.239  0.2574
170 C -4.263 4.329 -2.067  -0.8292
171 O -3.721 3.400 -1.083  0.8040
172 C -4.711 2.908 -0.179  -1.0086
173 N -1.986 5.201 -2.698  0.3710
174 H -1.410 4.539 -2.197  -0.6545
175 H -1.342 5.352 -3.460  0.5373
176 H -2.008 5.995 -2.074  0.2883
177 H -2.439 3.835 -5.114  0.4719
178 H -4.042 3.298 -4.768  0.4850
179 H -2.677 2.689 -3.798  -0.0471
180 H -3.595 5.608 -3.708  0.3276
181 H -5.112 3.842 -2.546  0.4359
182 H -4.625 5.198 -1.518  0.3587
183 H -4.289 2.352 0.658  -0.1915
184 H -5.398 2.280 -0.747  0.3896
185 H -5.259 3.752 0.242  0.3988
186 B 2.833 -0.373 0.941  -0.9113
187 F 1.674 -0.377 0.135  1.0316
188 F 3.928 -0.138 0.155  -0.3668
189 F 2.877 0.623 1.853  0.0588
190 F 2.981 -1.602 1.438  -0.1383
191 B -0.663 2.039 2.509  -0.7880
192 F -1.597 3.067 2.325  0.1480
193 F -1.201 0.892 3.061  0.2659
194 F 0.014 1.756 1.336  0.4723
195 F 0.338 2.531 3.287  -0.0863
196 B 0.402 3.027 -1.673  -0.6840
197 F -0.309 3.795 -0.705  -0.1933
198 F 0.563 1.745 -1.167  1.1216
199 F -0.334 3.018 -2.883  -0.1763
200 F 1.627 3.637 -1.764  -0.5430
201 B -7.637 -1.306 -0.009  0.2863
202 F -7.882 -1.655 1.249  -0.3246
203 F -7.188 -2.327 -0.811  -0.4305
204 F -8.817 -0.825 -0.506  -0.3640
205 F -6.714 -0.297 0.020  -0.1051
206 B -0.768 -4.698 1.905  -1.0162
207 F -0.597 -3.769 0.920  0.5947
208 F -0.909 -4.202 3.206  -0.1643
209 F -1.877 -5.382 1.531  -0.2950
210 F 0.240 -5.602 1.845  -0.1057
211 B -0.584 -1.519 -2.509  -0.1374
212 F 0.495 -0.691 -2.132  -0.8045
213 F -0.973 -1.203 -3.788  -0.3278
214 F -0.277 -2.883 -2.360  0.0009
215 F -1.634 -1.324 -1.595  -0.0576

* E_tot: -191057.3565 eV
* orbital gap: 6.15 eV
* HOMO energy: -19.60 eV
* LUMO: -0.494 Ha
* total charge: +7